Entry 1:
{"formula": "C12H36NO9S6V", "method": "the ωB97M-V functional and the def2-TZVPD basis", "species": ["V", "N", "O", "O", "O", "C", "S", "O", "C", "H", "H", "H", "H", "H", "H", "C", "S", "O", "C", "H", "H", "H", "H", "H", "H", "C", "S", "O", "C", "H", "H", "H", "H", "H", "H", "C", "S", "O", "C", "H", "H", "H", "H", "H", "H", "C", "S", "O", "C", "H", "H", "H", "H", "H", "H", "C", "S", "O", "C", "H", "H", "H", "H", "H", "H"], "coordinates": [[-0.4759, -0.1302, -0.3343], [-3.2182, -0.5404, 0.0892], [-2.3565, -1.4087, -0.2694], [-2.8661, 0.6634, -0.0195], [-4.2872, -0.8759, 0.5321], [-2.5959, -1.1039, 3.4903], [-1.0912, -1.6864, 2.7548], [-0.6361, -0.6085, 1.8300], [-0.0540, -1.5289, 4.2049], [-3.4201, -1.2942, 2.8049], [-2.5245, -0.0292, 3.6723], [-2.7511, -1.5837, 4.4571], [0.9537, -1.8543, 3.9535], [-0.4678, -2.1343, 5.0079], [-0.0081, -0.4717, 4.4706], [0.1389, -2.4291, -4.5797], [0.3486, -0.8435, -3.7669], [-0.2931, -0.9639, -2.4399], [2.1184, -0.9139, -3.5403], [-0.1558, -3.1710, -3.8407], [1.0471, -2.7333, -5.0916], [-0.6773, -2.3143, -5.2915], [2.4265, 0.0424, -3.1157], [2.5774, -1.0438, -4.5181], [2.4050, -1.6731, -2.8123], [2.7831, -0.2212, 1.4973], [2.9176, 0.5376, -0.1033], [1.5690, 0.4143, -0.7083], [3.0690, 2.2582, 0.4241], [2.4485, -1.2418, 1.3133], [2.0187, 0.2661, 2.1047], [3.7469, -0.1814, 2.0065], [4.0537, 2.6362, 0.1455], [3.0083, 2.3464, 1.5097], [2.2702, 2.8346, -0.0317], [0.4073, 2.9810, -3.8095], [-1.0957, 2.5013, -2.9473], [-0.6653, 1.6041, -1.8428], [-1.3383, 4.0956, -2.1739], [0.7930, 2.1287, -4.3676], [1.1414, 3.1850, -3.0266], [0.1855, 3.8155, -4.4678], [-0.4167, 4.3577, -1.6569], [-2.1614, 3.9858, -1.4698], [-1.6251, 4.8541, -2.9019], [-0.9345, -4.1439, -0.0473], [0.4649, -3.3294, -0.8033], [0.5726, -2.0068, -0.1241], [1.7706, -4.2662, -0.0354], [-0.7649, -4.2071, 1.0247], [-1.0764, -5.1143, -0.5220], [-1.7877, -3.4935, -0.2469], [1.5394, -4.3574, 1.0313], [2.6881, -3.6912, -0.1326], [1.8463, -5.2828, -0.4154], [-0.1392, 2.7693, 3.2215], [-0.5931, 3.0005, 1.5051], [-0.1973, 1.7632, 0.7768], [-2.3621, 2.9573, 1.7182], [-0.5635, 3.5683, 3.8252], [0.9476, 2.7455, 3.2444], [-0.5327, 1.8130, 3.5713], [-2.6840, 3.7762, 2.3596], [-2.6268, 2.0032, 2.1751], [-2.8136, 2.9687, 0.7326]], "atomic_forces_ev_per_a": [[-0.1, -1.3, -0.2], [0.8, 0.7, -0.4], [0.3, 0.3, 0.0], [-0.3, -0.4, 0.1], [-0.7, -0.2, 0.3], [-0.4, 0.4, 0.3], [0.1, -0.6, -0.1], [0.2, 0.7, 0.4], [0.2, 0.3, -0.1], [0.0, -0.1, 0.0], [0.2, 0.0, -0.1], [-0.1, -0.2, -0.2], [-0.1, -0.2, -0.1], [0.1, 0.0, 0.0], [-0.1, 0.0, 0.1], [-0.4, -0.1, -0.2], [0.3, 0.4, -0.6], [-0.5, -0.5, 0.4], [0.3, 0.4, 0.4], [0.1, 0.1, 0.2], [0.0, 0.0, -0.1], [0.1, -0.1, 0.0], [-0.1, 0.0, -0.1], [0.1, -0.1, 0.0], [-0.1, -0.3, -0.2], [-0.1, -0.2, 0.5], [0.1, 0.3, 0.3], [-0.1, 0.0, -0.7], [0.6, 0.2, 0.6], [0.2, 0.0, 0.0], [-0.1, 0.2, -0.2], [0.0, -0.1, -0.1], [-0.1, 0.0, -0.2], [-0.2, -0.1, 0.0], [-0.1, -0.1, -0.2], [0.2, -0.5, 0.3], [-0.2, 0.0, -0.3], [0.1, 0.4, -0.3], [-0.2, 0.1, 0.1], [-0.3, 0.0, -0.2], [0.0, 0.4, -0.1], [0.2, 0.1, 0.0], [0.0, 0.1, 0.1], [0.0, -0.1, 0.1], [0.1, -0.1, -0.1], [0.0, 0.1, -0.3], [-0.3, -0.6, -0.5], [0.3, 0.3, 0.6], [-0.1, -0.2, 0.9], [0.0, -0.1, 0.0], [0.0, -0.1, 0.1], [0.0, -0.1, 0.0], [0.0, 0.2, -0.1], [0.1, -0.2, -0.3], [0.1, 0.1, -0.4], [-0.2, -0.4, 0.0], [-0.1, 0.6, -0.1], [0.3, 0.6, 0.5], [-0.1, -0.5, 0.3], [0.2, 0.2, 0.0], [0.0, 0.2, 0.2], [0.0, 0.0, -0.1], [0.0, 0.2, -0.2], [0.0, 0.0, 0.0], [-0.1, 0.2, 0.0]], "lowdin_spin": [2.772, 0.007, 0.005, 0.024, 0.009, 0.002, 0.004, 0.018, 0.001, 0.000, 0.000, 0.000, 0.000, 0.000, 0.000, 0.001, 0.008, 0.019, 0.002, 0.000, 0.000, 0.000, 0.000, 0.000, 0.000, 0.002, 0.006, 0.018, 0.002, 0.000, 0.000, 0.000, 0.000, 0.000, 0.000, 0.002, 0.008, 0.022, 0.001, 0.000, 0.000, 0.000, 0.000, 0.000, 0.000, 0.002, 0.006, 0.017, 0.000, 0.000, 0.000, 0.000, 0.000, 0.000, 0.000, 0.002, 0.014, 0.023, 0.002, 0.000, 0.000, 0.000, 0.000, 0.000, 0.000], "charge": 1, "s2": 3.75, "e_tot_ha": -4543.4704, "homo_lumo_gap_ev": [6.7014, 9.4078], "lumo_energy_ev": [-1.85, -1.85], "homo_energy_ev": [-8.55, -11.26], "multiplicity": 4}


Entry 2:
{"formula": "C12H36O6", "method": "the ωB97M-V functional and the def2-TZVPD basis", "species": ["C", "C", "O", "H", "H", "H", "H", "H", "H", "C", "C", "O", "H", "H", "H", "H", "H", "H", "C", "C", "O", "H", "H", "H", "H", "H", "H", "C", "C", "O", "H", "H", "H", "H", "H", "H", "C", "C", "O", "H", "H", "H", "H", "H", "H", "C", "C", "O", "H", "H", "H", "H", "H", "H"], "coordinates": [[5.0483, -2.5228, -1.5868], [5.2857, -1.2822, -0.7367], [6.1645, -0.5413, -1.4895], [4.5028, -3.2867, -1.0328], [5.9283, -3.1126, -1.8434], [4.4635, -2.2459, -2.4640], [5.5990, -1.5027, 0.2838], [4.3434, -0.7523, -0.5976], [6.5754, 0.1033, -0.9088], [-5.5665, -1.6152, 2.1398], [-4.0963, -1.2636, 2.1843], [-3.9278, -0.1612, 2.9961], [-6.1285, -0.7466, 1.7967], [-5.8432, -2.0864, 3.0829], [-5.8128, -2.3245, 1.3496], [-3.8748, -0.8971, 1.1819], [-3.4508, -2.0833, 2.4998], [-3.0147, -0.2317, 3.2838], [-0.3568, -2.8032, 2.1852], [-0.0119, -1.7769, 3.2146], [-1.0089, -0.7547, 3.1629], [-0.6197, -2.1997, 1.3164], [-1.1604, -3.4631, 2.5122], [0.5342, -3.3616, 1.8981], [0.9280, -1.3418, 2.8750], [0.1749, -2.1888, 4.2064], [-0.8476, -0.2891, 2.3391], [2.0846, 0.0554, -4.0602], [2.4918, 1.3294, -4.7885], [3.6039, 0.9333, -5.6145], [2.0851, -0.7734, -4.7682], [1.0883, 0.1276, -3.6240], [2.8672, -0.2335, -3.3585], [2.8786, 2.0228, -4.0417], [1.7007, 1.8059, -5.3674], [4.3588, 0.7195, -5.0613], [1.2118, 0.4828, -0.4226], [0.0172, 1.2923, -0.0398], [-0.9881, 0.4416, 0.3830], [2.0034, 1.1441, -0.7747], [0.9775, -0.2368, -1.2070], [1.6815, -0.1037, 0.3670], [-0.4147, 1.7136, -0.9476], [0.2637, 2.0803, 0.6718], [-1.8474, 0.8585, 0.2861], [-3.4318, 3.9313, 1.7428], [-2.9742, 3.3951, 0.3839], [-3.2579, 2.0688, 0.1651], [-4.5125, 3.8073, 1.8114], [-3.1967, 4.9850, 1.8930], [-2.9885, 3.4185, 2.5964], [-1.8965, 3.3976, 0.2207], [-3.4161, 3.9607, -0.4365], [-4.2169, 2.1074, 0.1421]], "atomic_forces_ev_per_a": [[-0.7, -0.9, 0.9], [-1.2, -1.5, -0.2], [1.4, 1.4, -0.2], [-0.6, 0.2, 0.1], [0.4, 0.8, -0.3], [0.2, -0.2, -0.1], [0.6, -0.2, 0.0], [-0.4, 0.1, -0.1], [0.2, 0.3, -0.2], [0.1, -0.7, -0.4], [-0.9, 0.0, -1.6], [0.3, 0.8, 1.4], [-0.2, 0.2, 0.9], [-0.6, 0.5, 0.0], [0.4, -0.4, 0.0], [0.6, -0.7, -0.5], [-0.1, -0.2, -0.2], [0.4, 0.4, 0.3], [0.3, -0.2, -0.3], [0.4, 0.4, -0.7], [0.0, -0.1, 1.3], [-0.4, -0.4, -0.3], [0.0, 0.0, -0.3], [-0.1, -0.4, 0.1], [0.3, 0.2, 0.3], [-0.6, 0.3, 0.2], [-0.2, 0.3, -0.5], [-0.5, -0.1, -0.5], [1.4, -1.2, 0.8], [-0.4, 0.8, -0.8], [-0.3, 0.1, -0.2], [0.2, -0.1, 0.4], [-0.2, 0.3, 0.5], [-0.3, 0.5, 0.0], [0.3, -0.2, -0.3], [-0.1, 0.1, 0.2], [1.0, -0.3, -0.3], [-0.2, 0.2, -1.1], [-0.5, -1.5, 1.5], [0.0, 0.1, -0.2], [-0.1, 0.2, -0.1], [-0.3, 0.1, 0.5], [0.6, 0.8, -0.3], [0.0, 0.1, 0.2], [-0.4, 0.2, 0.1], [0.1, -0.2, -0.1], [1.6, 1.6, 0.1], [-1.5, -1.4, 0.0], [-0.1, 0.1, 0.1], [0.0, 0.1, -0.3], [0.1, -0.3, -0.2], [0.2, 0.8, 0.4], [0.0, 0.5, 0.0], [-0.3, -1.2, 0.0]], "nbo_charge": [-0.626, -0.060, -0.714, 0.206, 0.217, 0.209, 0.156, 0.146, 0.468, -0.625, -0.060, -0.741, 0.208, 0.207, 0.203, 0.141, 0.166, 0.493, -0.633, -0.060, -0.766, 0.220, 0.206, 0.204, 0.150, 0.179, 0.495, -0.635, -0.062, -0.732, 0.218, 0.206, 0.199, 0.157, 0.183, 0.466, -0.627, -0.065, -0.767, 0.208, 0.216, 0.203, 0.161, 0.156, 0.510, -0.643, -0.062, -0.724, 0.203, 0.218, 0.223, 0.171, 0.155, 0.474], "e_tot_ha": -930.1403, "homo_lumo_gap_ev": 10.0160, "lumo_energy_ev": 0.53, "smiles": "CCO.CCO.CCO.CCO.CCO.CCO", "homo_energy_ev": -9.49}


Entry 3:
{"formula": "C12H36O6", "method": "the ωB97M-V functional and the def2-TZVPD basis", "species": ["C", "C", "C", "O", "H", "H", "H", "H", "H", "H", "H", "H", "C", "C", "C", "O", "H", "H", "H", "H", "H", "H", "H", "H", "C", "C", "C", "O", "H", "H", "H", "H", "H", "H", "H", "H", "C", "C", "C", "O", "H", "H", "H", "H", "H", "H", "H", "H", "O", "H", "H", "O", "H", "H"], "coordinates": [[3.3111, -4.8915, 1.8505], [4.5791, -3.9745, 1.6751], [5.2271, -3.9594, 0.2974], [4.0366, -2.6741, 1.9638], [3.5854, -5.9380, 1.9834], [2.7382, -4.8713, 0.9234], [2.6837, -4.6444, 2.7069], [5.3596, -4.1267, 2.4207], [6.1307, -3.3505, 0.2716], [4.5640, -3.5367, -0.4574], [5.5874, -4.9429, -0.0042], [3.4279, -2.4500, 1.2561], [-4.3726, -0.3557, 1.0127], [-4.3061, -1.2364, -0.2045], [-5.3328, -1.0052, -1.3317], [-3.0632, -1.2228, -0.8448], [-3.8522, 0.5971, 0.9146], [-4.0966, -0.8446, 1.9470], [-5.3926, -0.2028, 1.3654], [-4.5503, -2.2593, 0.0820], [-5.1170, -0.0965, -1.8936], [-6.3419, -1.0323, -0.9205], [-5.2816, -1.8065, -2.0688], [-2.8589, -0.3216, -1.1050], [-2.4163, 3.4662, -4.7053], [-2.0374, 3.7578, -3.2818], [-3.2834, 4.1672, -2.4710], [-1.4820, 2.6358, -2.7606], [-2.9872, 4.3220, -5.0653], [-3.0954, 2.6227, -4.8294], [-1.5733, 3.3340, -5.3836], [-1.3013, 4.5448, -3.1181], [-3.0403, 4.0743, -1.4125], [-4.1724, 3.5907, -2.7268], [-3.4498, 5.2309, -2.6413], [-0.6461, 2.4757, -3.2046], [2.2723, 2.3760, 3.2613], [1.5815, 1.4691, 4.3077], [0.4385, 0.5095, 3.8242], [2.6364, 0.6259, 4.8627], [2.5591, 1.6526, 2.4980], [3.1962, 2.7685, 3.6858], [1.6524, 3.1882, 2.8816], [1.1802, 2.0912, 5.1077], [0.0655, -0.0297, 4.6950], [0.7260, -0.3029, 3.1567], [-0.2920, 1.1309, 3.3062], [2.8645, 0.0538, 4.1263], [3.2036, 0.5412, -3.8606], [3.1098, 1.0240, -4.6818], [3.8885, 1.0098, -3.3836], [1.4094, -1.1493, -0.9987], [0.5040, -1.2974, -1.2717], [1.8242, -0.7371, -1.7565]], "atomic_forces_ev_per_a": [[1.5, -0.8, -0.5], [-1.9, 0.5, 0.2], [0.3, -0.3, 0.0], [0.8, 0.6, 0.2], [0.2, -0.2, 0.0], [-0.2, 0.2, 0.0], [0.3, 0.4, -0.1], [-0.3, -0.2, 0.2], [-0.1, 0.3, 0.4], [-0.2, -0.3, -0.1], [-0.4, -0.2, -0.1], [-0.2, 0.1, -0.2], [-0.8, 0.0, 1.1], [-1.3, -0.5, -1.3], [-0.3, 0.2, 0.5], [1.3, -0.5, 0.3], [-0.1, 0.0, 0.0], [1.2, -0.3, -0.3], [-0.5, 0.6, -0.9], [0.6, -0.2, 0.3], [-0.3, 0.3, 0.2], [-0.2, 0.4, -0.1], [0.2, -0.2, 0.2], [0.0, 0.2, 0.0], [-0.5, 1.3, -1.1], [-1.4, 1.0, -0.2], [0.9, 0.1, 0.0], [1.0, -2.6, 1.8], [0.0, 0.2, -0.4], [0.2, -0.2, 0.5], [0.2, -0.1, 0.1], [-0.1, 0.6, -0.7], [-0.2, -0.2, 0.1], [0.1, 0.0, 0.1], [-0.3, 0.0, -0.1], [0.1, -0.2, 0.0], [-0.4, -1.1, 0.4], [0.5, -1.0, -0.2], [0.7, 1.0, 0.2], [-0.8, 0.7, 0.1], [0.1, 0.5, -0.6], [-0.2, 0.1, 0.1], [0.0, -0.2, -0.1], [0.1, -0.2, 0.3], [-0.4, 0.4, 0.1], [0.6, 0.3, -0.3], [-0.5, -0.3, 0.2], [0.3, -0.3, 0.0], [-0.2, -0.2, 0.1], [-0.1, 0.1, -0.2], [0.2, 0.1, 0.2], [0.2, -0.1, 0.3], [-0.3, -0.1, 0.0], [0.2, 0.1, -0.3]], "nbo_charge": [-0.634, 0.098, -0.636, -0.733, 0.201, 0.203, 0.225, 0.178, 0.217, 0.206, 0.211, 0.463, -0.649, 0.091, -0.618, -0.718, 0.211, 0.223, 0.216, 0.170, 0.195, 0.201, 0.214, 0.464, -0.633, 0.094, -0.620, -0.721, 0.207, 0.217, 0.202, 0.152, 0.218, 0.207, 0.210, 0.467, -0.635, 0.106, -0.641, -0.724, 0.199, 0.223, 0.207, 0.169, 0.220, 0.209, 0.207, 0.459, -0.944, 0.472, 0.473, -0.950, 0.474, 0.476], "e_tot_ha": -930.1732, "homo_lumo_gap_ev": 9.9939, "lumo_energy_ev": 0.17, "smiles": "CC(C)O.CC(C)O.CC(C)O.CC(C)O.O.O", "homo_energy_ev": -9.82}


Entry 4:
{"formula": "C12H36O6", "method": "the ωB97M-V functional and the def2-TZVPD basis", "species": ["C", "C", "O", "H", "H", "H", "H", "H", "H", "C", "C", "O", "H", "H", "H", "H", "H", "H", "C", "C", "O", "H", "H", "H", "H", "H", "H", "C", "C", "O", "H", "H", "H", "H", "H", "H", "C", "C", "O", "H", "H", "H", "H", "H", "H", "C", "C", "O", "H", "H", "H", "H", "H", "H"], "coordinates": [[-3.7304, 4.8056, -0.7496], [-2.7352, 3.8336, -1.3202], [-3.3168, 2.6373, -1.5927], [-3.9181, 4.6167, 0.3073], [-4.7078, 4.9571, -1.2077], [-3.2302, 5.7740, -0.7403], [-1.8366, 3.5537, -0.7704], [-2.3517, 4.1859, -2.2778], [-3.4865, 2.2169, -0.7465], [-3.2472, 1.6716, 4.4747], [-3.4262, 0.5615, 3.3896], [-3.4055, 1.2571, 2.1332], [-4.0847, 2.3649, 4.3980], [-2.3236, 2.2492, 4.4361], [-3.2839, 1.1014, 5.4029], [-4.2540, -0.0728, 3.7064], [-2.5976, -0.1467, 3.3818], [-3.9710, 0.8472, 1.4745], [3.2066, 1.7172, -2.0556], [2.4899, 2.9064, -2.6113], [2.8887, 4.1418, -1.9979], [2.5222, 0.8689, -2.0483], [3.3816, 1.9913, -1.0152], [4.1677, 1.5280, -2.5336], [1.4300, 2.6535, -2.5852], [2.5523, 3.0189, -3.6937], [3.6758, 4.4681, -2.4402], [-0.2035, 0.9135, 0.2096], [0.6716, -0.0138, 1.0341], [0.5573, -1.3745, 0.5422], [-0.1041, 0.8950, -0.8757], [-0.1664, 1.9470, 0.5539], [-1.1825, 0.4567, 0.3540], [0.1805, -0.2033, 1.9886], [1.7200, 0.2562, 1.1606], [1.1612, -1.9416, 1.0274], [0.6692, -3.2226, -2.9772], [-0.3493, -3.8399, -1.9819], [-0.3256, -5.3109, -2.0762], [0.7785, -2.1469, -2.8393], [0.4873, -3.5547, -3.9993], [1.7060, -3.5183, -2.8167], [-1.3614, -3.5013, -2.2033], [-0.1556, -3.6379, -0.9285], [-0.6214, -5.4673, -2.9760], [4.1991, -4.0604, 1.8206], [3.0008, -4.2392, 1.0657], [2.0866, -3.4599, 1.7234], [4.3873, -2.9873, 1.7871], [5.0851, -4.5281, 1.3912], [4.1928, -4.1652, 2.9055], [2.6214, -5.2554, 0.9587], [2.9419, -3.6874, 0.1276], [1.6158, -4.0607, 2.3057]], "atomic_forces_ev_per_a": [[0.9, 1.3, 1.4], [0.5, 0.9, -1.0], [-1.3, -3.0, -0.6], [-0.1, -0.3, 0.1], [0.3, -0.6, -0.6], [-0.1, 0.3, 0.0], [0.2, 1.2, 0.9], [-0.1, 0.3, -0.1], [-0.3, -0.2, 0.0], [-0.3, -1.5, -0.4], [1.3, 1.5, 0.7], [-0.5, -0.4, -0.1], [0.0, -0.1, 0.2], [0.1, -0.3, -0.3], [0.0, 0.5, 0.4], [-0.8, 0.4, -0.8], [0.4, 0.0, 0.2], [-0.2, -0.2, 0.1], [0.2, 0.2, 0.6], [-0.2, 0.6, -1.4], [-0.9, -0.7, 0.1], [0.4, -0.4, -0.3], [0.2, -0.2, 0.2], [-0.1, -0.3, 0.1], [-0.4, 1.0, 1.0], [0.7, -0.1, -0.2], [0.0, 0.0, -0.1], [-0.6, -0.9, 0.3], [-0.3, -0.6, -2.8], [-0.8, 2.7, -0.3], [0.8, -0.1, 0.0], [-0.1, -0.2, 0.2], [-0.5, 0.7, 0.1], [-0.1, 0.1, 1.3], [0.3, -0.2, 0.4], [1.6, -2.0, 1.0], [0.4, -0.3, 1.0], [0.7, -1.4, -0.7], [0.0, 1.7, 0.1], [-0.7, 0.3, -0.5], [-0.4, 0.5, 0.0], [0.0, -0.7, 0.5], [0.0, 0.2, 0.0], [0.2, 0.2, -0.1], [0.0, -0.5, -0.1], [3.8, 1.1, 0.5], [-0.9, -0.5, -2.0], [-4.1, 1.6, 2.0], [0.4, 0.2, -0.3], [0.0, -0.2, 0.2], [-0.6, -1.0, -0.1], [0.2, -0.1, -0.2], [1.3, -1.0, -0.9], [-0.4, 0.4, 0.5]], "lowdin_spin": [0.000, 0.000, 0.000, 0.000, 0.000, 0.000, 0.000, 0.000, 0.000, 0.000, 0.001, 0.002, 0.000, 0.000, 0.000, 0.000, 0.000, 0.000, 0.000, 0.000, 0.000, 0.000, 0.000, 0.000, 0.000, 0.000, 0.000, 0.017, 0.133, 0.709, 0.007, -0.001, 0.006, 0.083, 0.033, 0.009, 0.000, 0.000, 0.000, 0.000, 0.000, 0.000, 0.000, 0.000, 0.000, 0.000, 0.001, -0.001, 0.000, 0.000, 0.000, 0.000, 0.000, 0.000], "charge": 1, "s2": 0.75, "e_tot_ha": -929.7355, "homo_lumo_gap_ev": [9.3898, 2.9612], "lumo_energy_ev": [-3.04, -9.47], "homo_energy_ev": [-12.43, -12.43], "multiplicity": 2}


Strongest force on any atom, respectively: 1.31, 2.29, 3.30, 4.81 eV/A.